No. 1
Entry from the OMol25 dataset: a structure of composition C24H24N3O (wB97M-V/def2-TZVPD).

Positions of all 52 atoms, in Å:
C: 1.85192 -3.38912 5.98108
C: 1.71108 -2.00493 5.81023
C: 0.67786 -1.49345 5.01842
C: -0.19502 -2.40417 4.41877
O: -1.18687 -1.99282 3.52075
C: -0.86195 -1.15287 2.45172
C: -0.72978 -1.74544 1.20318
C: -0.28903 -1.01097 0.11938
C: -0.12524 0.41247 0.14198
C: 0.32823 1.10925 -1.04180
C: 1.20007 2.25371 -0.81639
C: 1.55161 3.09646 -1.91098
C: 2.42691 4.18304 -1.81210
C: 3.02468 4.52917 -0.60086
C: 2.76435 3.71277 0.50875
C: 1.94619 2.58372 0.40192
C: -0.29009 0.96769 1.46742
C: -0.63741 0.21688 2.58695
C: -0.12595 -3.78144 4.65276
C: 0.93749 -4.28211 5.39851
H: 2.68702 -3.78482 6.56306
H: 2.41442 -1.30892 6.27651
H: 0.54329 -0.42253 4.86198
H: -0.96066 -2.80007 1.06975
H: -0.12137 -1.54065 -0.82056
H: 0.76567 0.36700 -1.87754
H: 1.02105 2.92327 -2.84333
H: 2.55951 4.80533 -2.69954
H: 3.61951 5.44708 -0.54374
H: 3.15531 4.02080 1.48044
H: 1.82924 1.99992 1.32421
H: -0.18228 2.05058 1.59486
H: -0.76051 0.67333 3.56797
H: -0.89786 -4.38820 4.17852
H: 1.04489 -5.36405 5.51508
C: 0.15592 1.01059 -4.13166
C: -0.84466 0.44413 -5.08470
N: -1.85068 -0.07489 -4.21123
C: -3.02260 -0.86917 -4.39702
C: -3.44575 -1.15667 -2.96279
N: -2.42959 -0.51647 -2.12631
C: -1.52949 0.09017 -2.91833
N: -0.41538 0.84692 -2.74826
H: 1.11981 0.51529 -4.30571
H: 0.24987 2.08290 -4.24330
H: -1.28021 1.18838 -5.70979
H: -0.47489 -0.32185 -5.73006
H: -3.84117 -0.41205 -4.95510
H: -2.79122 -1.74831 -4.99882
H: -4.42231 -0.73324 -2.71059
H: -3.46477 -2.24014 -2.82416
H: -2.40917 -0.59149 -1.08958

* HOMO-LUMO gap: 7.351 eV
* total charge: +1
* energy relative to the best compared isomer or geometry (same formula, charge and spin): 410.2 kJ/mol
* E_tot: -1168.08331 hartree
* LUMO: -3.576 eV

=====

No. 2
Entry from the OMol25 dataset: a structure of composition C24H24N3O2S2Zn (wB97M-V/def2-TZVPD).

Positions of all 56 atoms, in Å:
Zn: 0.49471 0.49516 -0.30200
C: 1.12647 0.40468 4.14491
C: 1.49243 0.41093 2.66513
O: 0.54990 0.44603 1.87019
C: 2.88683 0.37361 2.29357
C: 3.88882 0.42005 3.28748
C: 5.22466 0.41499 2.99213
C: 5.62252 0.37101 1.63912
C: 4.69483 0.31448 0.64283
C: 3.27950 0.29031 0.90410
O: 2.48702 0.17956 -0.07183
H: 0.04179 0.37086 4.21500
H: 1.49166 1.30559 4.63908
H: 1.55542 -0.46517 4.64433
H: 3.59746 0.47078 4.32996
H: 5.96679 0.45227 3.77966
H: 6.67926 0.39121 1.39491
H: 4.98426 0.28967 -0.40051
C: 0.31663 2.57130 -4.45992
C: 0.29542 2.20530 -2.98305
S: 0.25858 0.47392 -2.68870
C: 0.29895 3.15804 -2.02944
C: 0.32582 4.62959 -2.37653
S: 0.26705 2.87650 -0.29641
H: 0.35965 1.66319 -5.05695
H: 1.18821 3.18469 -4.70723
H: -0.58186 3.12792 -4.74678
H: 0.31467 4.81526 -3.45167
H: 1.21941 5.09569 -1.95191
H: -0.54002 5.12527 -1.92840
N: 0.59725 -6.11829 -0.29606
C: 0.57994 -4.73410 -0.25651
C: 0.21440 -3.98322 -1.37358
C: 0.17639 -2.60425 -1.27435
N: 0.47075 -1.94167 -0.15835
C: 0.82293 -2.65617 0.90430
C: 0.88920 -4.03760 0.91196
H: 0.66505 -6.53307 -1.20878
H: 1.14108 -6.57715 0.41336
H: -0.02556 -4.47303 -2.30997
H: -0.10048 -1.99425 -2.12866
H: 1.07109 -2.09534 1.79674
H: 1.18357 -4.57007 1.80872
N: -1.59927 0.07183 -0.02423
C: -2.73281 0.21716 -0.08991
C: -4.13880 0.39457 -0.17029
C: -4.92925 -0.64480 -0.67310
C: -6.30157 -0.49789 -0.72786
C: -6.89956 0.67694 -0.28933
C: -6.11245 1.71210 0.19880
C: -4.73818 1.58008 0.26059
H: -4.44552 -1.54958 -1.01587
H: -6.91090 -1.30397 -1.11652
H: -7.97524 0.78655 -0.33322
H: -6.57736 2.63133 0.53147
H: -4.11152 2.38118 0.62958

* HOMO-LUMO gap: 4.817 eV
* total charge: -1
* energy relative to the best compared isomer or geometry (same formula, charge and spin): 37.5 kJ/mol
* E_tot: -3819.52601 hartree
* LUMO: 2.430 eV

=====

No. 3
Entry from the OMol25 dataset: an isolated molecule of C24H24N4OS (wB97M-V/def2-TZVPD).

Positions of all 54 atoms, in Å:
C: -2.24300 -1.39592 4.10342
O: -1.99569 -0.05055 3.77660
C: -2.15531 0.34879 2.48402
C: -1.91934 1.70192 2.23221
C: -2.03342 2.20713 0.95670
C: -2.36882 1.37457 -0.11018
C: -2.47901 1.89387 -1.47715
C: -3.20985 2.99878 -1.78054
S: -3.38200 3.30299 -3.47466
C: -2.46701 1.87008 -3.82783
N: -2.30791 1.40399 -5.06042
C: -1.68604 0.24608 -5.12333
N: -1.08957 -0.38959 -4.13500
C: -1.12534 0.14247 -2.90711
N: -0.34603 -0.43277 -1.96373
C: 0.21185 -1.75259 -2.18048
C: 1.74599 -1.72426 -2.26059
N: 2.36058 -1.03243 -1.14332
C: 2.30631 -1.79234 0.10306
C: 2.86885 -1.00649 1.25469
C: 4.21188 -0.64913 1.26653
C: 4.73165 0.08777 2.31482
C: 3.91566 0.47554 3.36533
C: 2.57717 0.12465 3.36138
C: 2.05808 -0.61106 2.31028
C: 1.80670 0.30169 -1.06228
C: 0.27678 0.31526 -0.89611
C: -1.98080 1.25324 -2.66126
C: -2.62353 0.03268 0.14883
C: -2.52180 -0.48120 1.42982
H: -2.06443 -1.47677 5.17443
H: -1.56362 -2.07306 3.57446
H: -3.27810 -1.67944 3.88758
H: -1.64478 2.33544 3.06056
H: -1.84027 3.25384 0.77426
H: -3.71406 3.64358 -1.08769
H: -1.62086 -0.21718 -6.09867
H: -0.20272 -2.14575 -3.10763
H: -0.10401 -2.38950 -1.34449
H: 2.12885 -2.74576 -2.30525
H: 2.04449 -1.20137 -3.17358
H: 1.28601 -2.11757 0.36045
H: 2.91307 -2.69082 -0.05695
H: 4.84076 -0.94760 0.44140
H: 5.77674 0.36073 2.31450
H: 4.32239 1.05032 4.18414
H: 1.93259 0.42526 4.17415
H: 1.00969 -0.87721 2.31448
H: 2.26200 0.83291 -0.22495
H: 2.07224 0.81971 -1.98914
H: -0.06719 1.34690 -0.91670
H: 0.01237 -0.12107 0.07246
H: -2.90787 -0.62114 -0.66273
H: -2.73034 -1.52761 1.59120

* HOMO-LUMO gap: 8.238 eV
* energy relative to the best compared isomer or geometry (same formula, charge and spin): 141.8 kJ/mol
* E_tot: -1621.41127 hartree
* LUMO: 0.586 eV
* structure (SMILES): COc1ccc(-c2csc3ncnc(N4CCN(Cc5ccccc5)CC4)c23)cc1

=====

No. 4
Entry from the OMol25 dataset: a cluster of 2 separate species, C24H24NO2 in total (wB97M-V/def2-TZVPD).

Positions of all 51 atoms, in Å:
C: -2.57404 3.42400 -1.50631
C: -1.09346 3.40414 -1.64113
N: -0.18194 2.57537 -1.19649
C: 1.15305 3.16296 -1.54921
C: 0.80709 4.39000 -2.34739
O: -0.63533 4.45605 -2.33989
H: -3.04269 2.46530 -1.23975
H: -2.86637 4.19505 -0.77263
H: -2.95445 3.75482 -2.48075
H: 1.77744 3.40904 -0.67523
H: 1.73977 2.41592 -2.10288
H: 1.16737 5.30377 -1.85704
H: 1.10969 4.29586 -3.39737
C: -5.58366 0.71261 3.07490
C: -4.27960 0.73977 2.31613
C: -3.75618 1.99437 1.93327
C: -2.52942 2.07555 1.31312
C: -1.78089 0.88601 0.99829
C: -0.45360 1.10498 0.54676
C: 0.59764 0.13817 0.58707
C: 0.51855 -1.07702 1.34588
C: 1.57432 -1.98012 1.41187
C: 2.78373 -1.65855 0.78017
O: 3.83793 -2.57837 0.70390
C: 3.73592 -3.61521 -0.23713
C: 4.60233 -3.59559 -1.33203
C: 4.37648 -4.48882 -2.38268
C: 3.34690 -5.43370 -2.30206
C: 2.55653 -5.49484 -1.15032
C: 2.74875 -4.58571 -0.10343
C: 2.96682 -0.39683 0.17199
C: 1.88108 0.43455 0.02202
C: -2.40946 -0.38330 1.23827
C: -3.59437 -0.44590 1.95754
H: -5.77709 -0.26376 3.52544
H: -5.58141 1.46521 3.87013
H: -6.42152 0.95613 2.41119
H: -4.30709 2.90941 2.18012
H: -2.05751 3.05919 1.16993
H: -0.13919 2.19060 0.54410
H: -0.33429 -1.24848 1.99039
H: 1.47103 -2.91418 1.98322
H: 5.39229 -2.84636 -1.36549
H: 5.01531 -4.43995 -3.26855
H: 3.17079 -6.12840 -3.12657
H: 1.78017 -6.25692 -1.04422
H: 2.14648 -4.60256 0.80430
H: 3.96050 -0.13281 -0.20015
H: 2.03029 1.38600 -0.48147
H: -1.90783 -1.31273 0.94481
H: -3.98680 -1.42469 2.27533

* HOMO-LUMO gap: 6.485 eV
* total charge: +1
* energy relative to the best compared isomer or geometry (same formula, charge and spin): 184.1 kJ/mol
* E_tot: -1133.85727 hartree
* LUMO: -4.796 eV